The following is a DFT calculation (the ωB97M-V functional and the def2-TZVPD basis) of a molecular structure, C41H48N5O13P4SW at a distorted geometry.

The value obtained for the HOMO-LUMO gap (alpha / beta) is 6.11 / 6.21 eV. The LUMO energy (alpha / beta) comes out at 1.9367 / 1.9191 eV. The value obtained for the energy is -127184.3637 eV. As for the spin multiplicity: 3. As for the relative energy (zero: lowest compared OMol25 entry of this formula, charge and spin): 90.0 kcal per mole. The charge is -1. The value obtained for the HOMO energy (alpha / beta) is -4.17 / -4.29 eV.

Atoms and positions in Å:
W -0.489 0.369 -1.180
C -1.087 3.575 3.560
S 0.554 3.834 4.271
C 0.965 2.163 4.854
C 1.719 1.280 3.867
C 0.924 1.026 2.598
N 1.548 0.021 1.714
P 0.701 -1.498 1.634
C 0.174 -1.831 3.363
C 1.046 -2.115 4.413
C 0.559 -2.357 5.688
C -0.811 -2.327 5.926
C -1.690 -2.064 4.887
C -1.196 -1.817 3.612
C 2.037 -2.741 1.482
C 1.658 -4.086 1.514
C 2.587 -5.085 1.277
C 3.909 -4.758 0.991
C 4.291 -3.426 0.951
C 3.360 -2.422 1.193
P 1.745 0.454 0.006
C 2.735 1.979 0.252
C 2.613 3.167 -0.463
C 3.504 4.219 -0.275
C 4.541 4.112 0.635
C 4.687 2.928 1.350
C 3.805 1.881 1.154
C -0.234 2.938 -2.604
C -0.480 3.655 -1.420
C -1.157 4.858 -1.410
C -1.626 5.420 -2.592
C -1.393 4.735 -3.775
C -0.715 3.524 -3.785
H -1.478 4.562 3.317
H -1.748 3.107 4.289
H -1.055 2.973 2.655
H 0.034 1.682 5.166
H 1.563 2.313 5.754
H 1.934 0.329 4.361
H 2.677 1.737 3.608
H 0.833 1.962 2.046
H -0.097 0.730 2.867
H 2.112 -2.158 4.222
H 1.245 -2.573 6.498
H -1.191 -2.520 6.922
H -2.758 -2.057 5.063
H -1.876 -1.616 2.792
H 0.621 -4.343 1.694
H 2.278 -6.123 1.308
H 4.634 -5.540 0.801
H 5.317 -3.163 0.724
H 3.652 -1.381 1.142
H 1.818 3.286 -1.182
H 3.367 5.130 -0.845
H 5.227 4.936 0.788
H 5.497 2.818 2.061
H 3.934 0.963 1.715
H -0.119 3.241 -0.484
H -1.313 5.367 -0.466
H -2.157 6.362 -2.590
H -1.753 5.141 -4.713
H -0.580 3.027 -4.732
O -2.302 1.530 -1.178
C -2.323 1.277 0.069
O -1.177 1.203 0.642
C -3.409 0.458 0.664
C -4.408 0.760 1.535
C -5.182 -0.290 2.040
C -4.920 -1.595 1.669
C -3.916 -1.883 0.770
C -3.079 -0.875 0.220
O -2.076 -1.085 -0.542
N -3.731 -3.299 0.430
O -3.902 -4.109 1.328
O -3.467 -3.584 -0.710
N -6.255 -0.012 2.975
O -6.453 1.149 3.284
O -6.889 -0.948 3.425
H -4.605 1.774 1.852
H -5.506 -2.402 2.082
N -0.137 -2.635 -4.301
C -1.170 -2.950 -3.203
C -1.803 -4.297 -3.462
P -0.092 -2.944 -1.680
O 1.174 -3.756 -2.346
O -0.621 -3.717 -0.553
O 0.420 -1.513 -1.627
P -2.333 -1.494 -3.409
O -2.383 -1.557 -5.058
O -3.704 -1.649 -2.915
O -1.392 -0.334 -3.121
H 0.647 -3.288 -4.229
H 0.208 -1.679 -4.138
H -0.595 -2.652 -5.213
H -1.051 -5.089 -3.481
H -2.361 -4.297 -4.401
H -2.493 -4.501 -2.645
H 1.572 -4.319 -1.665
H -3.312 -1.508 -5.317
C 0.625 0.986 -4.992
C 1.355 1.405 -3.678
C 2.266 2.609 -3.980
C 2.318 0.281 -3.293
N 0.440 1.708 -2.537
H 1.048 0.055 -5.386
H 0.759 1.731 -5.779
H -0.438 0.835 -4.829
H 2.950 2.337 -4.788
H 2.861 2.860 -3.102
H 1.717 3.493 -4.291
H 2.981 0.084 -4.139
H 1.809 -0.641 -3.023
H 2.935 0.566 -2.440

Atomic partial charges in e from the Löwdin method, atoms 1 to 5: 1.595 -0.416 0.792 -0.499 -0.244